C3H5N3 | the ωB97M-V functional and the def2-TZVPD basis

Last column: Mulliken charge in e.
Cartesian coordinates (Å):
C: -1.70069 -0.24869 0.04615  -0.972
C: -0.21122 -0.17461 0.13372  0.348
C: 0.67292 0.66558 -0.49481  -0.194
N: 1.88139 0.25661 -0.04346  0.212
N: 1.76888 -0.76327 0.80945  -0.583
N: 0.50737 -1.02950 0.91960  -0.223
H: -2.10327 0.60212 -0.51046  0.289
H: -2.01545 -1.16823 -0.45808  0.245
H: -2.14265 -0.24744 1.04696  0.279
H: 0.54877 1.48014 -1.19318  0.388
H: 2.79393 0.62729 -0.25590  0.211

Computed properties:
**Highest occupied orbital energy**: -0.350 Eh
**SMILES**: Cc1c[nH]nn1
**Gap between HOMO and LUMO**: 10.4 eV
**ΔE to the lowest compared entry with this formula, charge and spin**: 0.952 eV
**Total charge**: 0

C3H5N3 | the ωB97M-V functional and the def2-TZVPD basis

Last column: Mulliken charge in e.
Cartesian coordinates (Å):
H: 1.28214 -2.32173 0.34178  0.253
N: 0.30750 -2.03517 0.41224  -0.715
C: 0.12466 -0.79810 0.29390  0.304
C: 0.92629 0.34312 -0.63209  -0.383
N: -0.32341 0.94792 -0.88990  -0.421
N: -0.70960 1.38402 0.46985  -0.374
C: -1.04902 0.01989 0.40974  -0.010
H: 1.62015 0.91045 -0.00666  0.287
H: 1.37698 -0.10941 -1.51126  0.351
H: -1.52656 1.98773 0.40247  0.293
H: -2.02913 -0.32870 0.70993  0.415

Computed properties:
**Highest occupied orbital energy**: -0.335 Eh
**SMILES**: [H]/N=C1\CN2N[C@H]12
**Gap between HOMO and LUMO**: 9.7 eV
**ΔE to the lowest compared entry with this formula, charge and spin**: 4.480 eV
**Total charge**: 0